[1]
Here is a structure of composition C3H9S2 from OMol25. Energies are from ωB97M-V with the def2-TZVPD basis set.

relative energy (zero: lowest compared OMol25 entry of this formula, charge and spin): 0.380 eV
HOMO level: -2.9401 eV
total charge: -1
lowest unoccupied orbital energy: 3.79 eV
frontier orbital gap: 6.7 eV
E: -916.1006 hartree
molar mass: 109.2 g mol⁻¹

Last column: Mulliken charge in e.
Element x y z (Å)
C  0.470  1.636  1.837  -0.721
S  1.689  0.833  0.748  -0.528
H  -0.348  0.935  2.022  0.186
H  0.907  1.911  2.799  0.273
H  0.041  2.529  1.377  0.188
C  -1.306  0.126  -1.928  -0.852
C  -0.554  -1.151  -1.575  -0.488
S  -0.580  -1.543  0.196  -0.422
H  -0.918  0.960  -1.344  0.198
H  -2.371  0.029  -1.715  0.277
H  -1.189  0.356  -2.993  0.303
H  -0.958  -1.989  -2.149  0.306
H  0.488  -1.035  -1.878  0.278
H  0.531  -0.513  0.439  0.002

[2]
Here is a structure of composition C39H34BFeN7O6S from OMol25. Energies are from ωB97M-V with the def2-TZVPD basis set.

relative energy (zero: lowest compared OMol25 entry of this formula, charge and spin): 0.106 eV
HOMO level (spin up / spin down): -1.5244 / -2.0931 eV
total charge: -2
lowest unoccupied orbital energy (spin up / spin down): 4.28 / 4.28 eV
frontier orbital gap (spin up / spin down): 5.8 / 6.4 eV
2S+1: 5
E: -4028.3325 hartree
molar mass: 795.5 g mol⁻¹

Last column: Mulliken charge in e.
Element x y z (Å)
Fe  0.766  -0.024  -0.432  2.337
C  2.116  -1.696  -4.099  -1.550
C  0.963  -0.786  -4.411  1.563
C  0.139  -1.078  -5.491  -0.815
C  -0.928  -0.260  -5.826  -0.840
C  -1.173  0.870  -5.067  -0.625
C  -0.374  1.192  -3.973  1.349
C  -0.694  2.430  -3.180  -1.691
C  0.700  0.359  -3.634  -0.693
N  1.462  0.613  -2.468  0.092
C  2.764  0.814  -2.635  -0.186
O  3.403  1.050  -3.677  -0.841
C  3.554  0.716  -1.343  0.134
C  4.916  0.977  -1.287  -0.787
C  5.563  0.824  -0.070  -0.416
C  4.850  0.434  1.052  -0.639
C  3.487  0.199  0.915  0.185
N  2.888  0.323  -0.263  0.776
C  2.614  -0.142  2.103  -0.532
O  3.180  -0.269  3.206  -0.835
N  1.318  -0.176  1.819  0.591
C  0.462  -0.314  2.932  -0.796
C  0.326  0.739  3.855  1.804
C  1.120  2.002  3.687  -1.592
C  -0.535  0.599  4.937  -0.845
C  -1.267  -0.564  5.123  -1.074
C  -1.146  -1.590  4.199  -0.796
C  -0.297  -1.481  3.101  1.263
C  -0.205  -2.599  2.105  -1.369
H  1.942  -2.692  -4.511  0.439
H  2.271  -1.790  -3.023  0.046
H  3.041  -1.285  -4.511  0.456
H  0.338  -1.976  -6.067  0.351
H  -1.569  -0.511  -6.664  0.369
H  -2.007  1.521  -5.310  0.389
H  -0.972  3.246  -3.851  0.585
H  0.159  2.744  -2.581  0.084
H  -1.542  2.250  -2.514  0.223
H  5.420  1.280  -2.193  0.556
H  6.628  1.016  0.005  0.377
H  5.299  0.309  2.027  0.552
H  1.136  2.311  2.642  0.117
H  2.156  1.838  3.993  0.322
H  0.694  2.810  4.287  0.444
H  -0.630  1.423  5.638  0.336
H  -1.933  -0.667  5.973  0.399
H  -1.721  -2.501  4.321  0.300
H  -0.673  -3.504  2.500  0.486
H  0.830  -2.814  1.844  0.298
H  -0.718  -2.331  1.177  0.032
N  -5.395  2.745  4.854  -0.658
C  -4.805  2.238  3.675  1.140
C  -5.209  2.706  2.428  -0.907
C  -4.647  2.188  1.272  -0.152
C  -3.686  1.196  1.353  -1.000
C  -3.277  0.722  2.591  0.170
C  -3.838  1.238  3.747  -0.768
S  -2.972  0.511  -0.126  1.613
O  -3.106  -0.918  -0.023  -0.803
O  -3.623  1.176  -1.232  -0.827
N  -1.402  0.846  -0.051  -0.600
C  -0.967  2.111  0.083  0.378
N  -1.756  3.193  0.253  -0.407
C  -1.134  4.355  0.367  -0.607
C  0.242  4.515  0.314  -0.983
C  0.974  3.347  0.132  -0.314
N  0.390  2.177  0.028  0.749
H  -5.689  3.706  4.757  0.204
H  -4.789  2.650  5.656  0.237
H  -5.962  3.485  2.365  0.273
H  -4.928  2.559  0.296  0.480
H  -2.517  -0.049  2.660  0.355
H  -3.506  0.865  4.709  0.187
H  -1.775  5.224  0.504  0.438
H  0.712  5.484  0.402  0.419
H  2.059  3.351  0.066  0.320
O  1.735  -3.099  -0.704  -0.366
B  0.681  -2.158  -1.041  -0.094
O  -0.208  -2.905  -1.889  -0.711
C  0.287  -4.151  -2.045  0.813
C  -0.215  -5.199  -2.787  -1.300
C  0.509  -6.394  -2.781  -0.422
C  1.688  -6.517  -2.054  -0.503
C  2.190  -5.448  -1.307  -1.076
C  1.470  -4.273  -1.319  0.737
H  -1.132  -5.086  -3.349  0.482
H  0.146  -7.239  -3.354  0.349
H  2.229  -7.456  -2.070  0.358
H  3.108  -5.529  -0.739  0.464

[3]
Here is an isolated molecule of C3H4F2 in a non-equilibrium geometry from OMol25. Energies are from ωB97M-V with the def2-TZVPD basis set.

relative energy (zero: lowest compared OMol25 entry of this formula, charge and spin): 1.753 eV
HOMO level: -9.8720 eV
lowest unoccupied orbital energy: 1.06 eV
SMILES: C=C(F)CF
frontier orbital gap: 10.9 eV
E: -316.3515 hartree
molar mass: 78.1 g mol⁻¹

Last column: Mulliken charge in e.
Element x y z (Å)
C  1.282  -0.205  -0.020  -0.538
C  0.215  0.213  -0.554  0.371
F  0.340  0.783  -1.716  -0.265
C  -1.059  0.062  0.165  -0.221
F  -0.801  -0.802  1.178  -0.263
H  2.283  -0.183  -0.447  0.329
H  1.302  -0.361  1.267  0.149
H  -1.706  0.842  0.633  0.235
H  -1.856  -0.350  -0.506  0.203

[4]
Here is a structure of composition C24H72B2Ca2F10O12 in a non-equilibrium geometry from OMol25. Energies are from ωB97M-V with the def2-TZVPD basis set.

HOMO level: -9.6126 eV
lowest unoccupied orbital energy: -0.38 eV
frontier orbital gap: 9.2 eV
E: -4264.8231 hartree
molar mass: 844.6 g mol⁻¹

Last column: Mulliken charge in e.
Element x y z (Å)
Ca  0.905  0.312  -0.170  0.623
Ca  -1.965  -1.694  1.380  0.746
B  -4.995  -0.315  -1.663  -0.186
F  -5.194  -1.682  -1.922  -0.388
F  -3.718  -0.014  -1.451  0.434
F  -5.331  0.398  -2.815  -0.374
F  -5.734  0.126  -0.567  -0.398
B  3.458  0.398  -0.181  -0.952
F  4.825  0.593  -0.260  -0.227
F  2.839  1.599  -0.549  0.045
F  3.037  -0.593  -1.061  0.281
F  2.968  0.088  1.076  -0.002
F  0.275  -1.759  0.695  0.326
F  -1.442  0.387  0.504  -0.611
C  2.184  -2.527  -5.580  -1.080
C  3.350  -1.700  -4.983  -0.338
O  2.798  -0.806  -3.969  -0.403
H  2.638  -3.124  -6.370  0.429
H  1.473  -1.844  -6.045  0.244
H  1.651  -3.160  -4.870  0.196
H  3.779  -1.140  -5.814  0.372
H  4.111  -2.266  -4.446  0.340
H  3.545  -0.218  -3.838  0.097
C  1.062  3.033  3.604  -1.029
C  1.726  2.487  2.328  -0.353
O  0.823  1.614  1.791  1.922
H  1.615  3.924  3.901  0.473
H  1.084  2.313  4.422  -0.049
H  0.044  3.413  3.523  0.133
H  2.675  2.015  2.582  0.328
H  1.960  3.308  1.651  0.289
H  -0.082  1.889  1.955  -0.302
C  6.008  3.374  -1.906  -1.063
C  4.969  3.052  -2.969  -0.009
O  4.723  1.705  -3.027  -0.564
H  6.201  4.422  -1.679  0.394
H  7.029  3.057  -2.121  0.296
H  5.767  2.935  -0.937  0.235
H  5.356  3.417  -3.920  0.348
H  3.992  3.508  -2.806  0.008
H  4.260  1.479  -2.217  0.072
C  -2.768  -4.281  -2.549  -1.289
C  -3.051  -3.932  -1.045  -0.017
O  -2.651  -2.616  -0.814  0.154
H  -2.775  -5.353  -2.751  0.423
H  -1.809  -3.880  -2.878  0.176
H  -3.484  -3.754  -3.178  0.368
H  -2.328  -4.480  -0.440  0.196
H  -4.066  -4.194  -0.743  0.267
H  -2.806  -2.041  -1.567  -0.265
C  -3.040  3.871  3.689  -1.372
C  -3.037  2.936  2.488  0.106
O  -1.852  2.214  2.531  -0.034
H  -2.757  3.362  4.611  0.243
H  -4.009  4.369  3.708  0.425
H  -2.244  4.586  3.478  0.324
H  -3.046  3.432  1.517  0.082
H  -3.951  2.342  2.497  0.335
H  -1.928  1.581  1.813  -0.419
C  -0.254  -5.615  2.629  -1.327
C  -0.789  -4.245  3.122  0.263
O  -1.966  -3.886  2.373  -0.315
H  -0.037  -5.638  1.561  0.186
H  -1.063  -6.306  2.861  0.476
H  0.634  -5.854  3.213  0.405
H  -0.082  -3.431  2.964  -0.162
H  -1.053  -4.328  4.176  0.373
H  -2.661  -4.490  2.644  0.169
C  1.867  -3.739  -1.513  -0.571
C  2.700  -3.896  -0.139  -0.371
O  1.833  -3.938  1.028  -0.582
H  1.293  -2.813  -1.529  -0.261
H  1.117  -4.531  -1.518  0.375
H  2.544  -3.762  -2.366  0.337
H  3.484  -3.153  0.008  0.153
H  3.214  -4.857  -0.153  0.431
H  1.293  -3.146  0.986  -0.193
C  -0.976  -0.084  -4.263  -1.458
C  -0.558  -0.722  -2.952  0.866
O  0.730  -0.206  -2.411  1.359
H  -1.930  -0.544  -4.524  0.532
H  -0.174  -0.244  -4.983  0.247
H  -1.245  0.956  -4.080  0.189
H  -0.557  -1.807  -3.062  -0.005
H  -1.257  -0.544  -2.135  -0.555
H  1.333  -0.327  -3.148  -0.494
C  -3.181  -0.513  4.501  -1.465
C  -1.716  -0.430  4.615  0.249
O  -1.190  -1.046  3.432  0.645
H  -3.500  -0.232  3.497  0.127
H  -3.770  0.133  5.153  0.399
H  -3.524  -1.534  4.669  0.304
H  -1.225  -0.980  5.417  0.468
H  -1.362  0.595  4.724  0.004
H  -0.252  -1.184  3.582  -0.020
C  -4.032  4.917  -1.645  -1.299
C  -4.160  3.424  -1.730  -0.214
O  -3.015  2.798  -1.160  -0.267
H  -3.089  5.268  -2.064  0.258
H  -4.171  5.234  -0.611  0.303
H  -4.784  5.349  -2.304  0.387
H  -4.263  2.875  -2.666  0.399
H  -5.009  3.160  -1.099  0.235
H  -3.346  1.904  -1.049  -0.017
C  2.281  0.004  5.871  -1.197
C  2.699  -0.621  4.450  -0.003
O  1.600  -1.207  3.777  -0.643
H  3.085  0.585  6.323  0.340
H  2.008  -0.824  6.524  0.360
H  1.391  0.634  5.844  0.209
H  3.403  -1.440  4.596  0.428
H  3.198  0.109  3.811  0.017
H  1.677  -1.393  2.838  0.036
C  0.753  3.275  -3.130  -0.789
C  0.442  3.587  -1.584  -0.519
O  -0.027  2.331  -1.062  0.220
H  1.285  4.123  -3.561  0.460
H  -0.134  2.970  -3.686  0.263
H  1.299  2.339  -3.242  -0.084
H  -0.233  4.429  -1.429  0.391
H  1.334  3.997  -1.111  0.281
H  -0.976  2.345  -0.923  -0.337